Molecular formula: C22H23N3O7S
Method: DFT, ωB97M-V/def2-TZVPD

Properties
HOMO = -8.6 eV
spin multiplicity = 1
structure (SMILES) = COc1ccc(C(=O)NCC(=O)Nc2cccc(S(=O)(=O)NCc3ccco3)c2)cc1OC

```
56
Properties=species:S:1:pos:R:3:forces:R:3
C 0.3474 5.7006 -2.0921 -0.2 0.1 0.0
O 1.5747 5.0239 -1.9621 0.3 -0.4 0.1
C 1.5742 3.6596 -1.8899 0.1 0.1 0.0
C 0.4091 2.8988 -1.8843 0.0 0.1 0.0
C 0.4435 1.5222 -1.7889 0.2 -0.2 0.0
C 1.6608 0.8624 -1.6766 -0.2 0.4 -0.1
C 1.6464 -0.6129 -1.5571 0.2 0.0 0.1
O 0.7413 -1.3007 -2.0139 -0.2 0.0 -0.2
N 2.6821 -1.1618 -0.8804 0.2 0.0 0.1
C 2.8230 -2.5923 -0.6986 -0.1 -0.2 0.0
C 1.9271 -3.1159 0.4394 0.3 0.2 -0.5
O 2.3815 -3.5359 1.4797 0.1 -0.1 0.3
N 0.6156 -3.0237 0.1120 -0.3 0.1 -0.5
C -0.4948 -3.2877 0.9053 -0.3 -0.1 0.4
C -0.4163 -3.9028 2.1544 0.2 0.0 0.0
C -1.5641 -4.1253 2.8950 -0.2 0.1 -0.1
C -2.8006 -3.7236 2.4167 -0.1 -0.1 0.2
C -2.8646 -3.1117 1.1798 -0.5 0.0 -0.3
S -4.4377 -2.4706 0.6165 -0.3 0.2 0.5
O -4.3697 -2.1772 -0.7818 0.4 0.1 0.0
O -5.4942 -3.2951 1.1187 0.2 0.0 0.3
N -4.5906 -1.0020 1.4095 -0.2 -0.8 -0.4
C -3.6752 0.0442 1.0246 0.4 0.4 -0.3
C -2.3022 -0.0911 1.6095 -0.2 -0.1 0.9
C -1.8736 -0.4393 2.8581 -0.3 0.3 -0.6
C -0.4579 -0.4184 2.8134 0.2 0.2 -0.5
C -0.1325 -0.0538 1.5460 0.4 -0.2 0.7
O -1.2402 0.1428 0.8107 -0.3 0.2 -0.5
C -1.7423 -2.8989 0.4135 0.2 -0.1 -0.1
C 2.8326 1.6097 -1.6976 -0.2 0.2 0.0
C 2.8170 2.9945 -1.8129 0.0 -0.1 0.0
O 4.0554 3.5591 -1.8153 -0.2 -0.3 0.2
C 4.2521 4.9083 -2.1799 0.2 0.5 -0.1
H 0.6066 6.7564 -2.1554 -0.1 -0.1 0.0
H -0.2963 5.5387 -1.2221 0.0 0.0 0.0
H -0.1828 5.4032 -3.0018 0.0 0.0 0.0
H -0.5495 3.3863 -1.9514 -0.1 0.1 0.0
H -0.4698 0.9495 -1.7847 -0.1 -0.1 0.0
H 3.3438 -0.5620 -0.4164 -0.1 0.0 0.0
H 3.8618 -2.8218 -0.4611 -0.2 0.0 0.0
H 2.5370 -3.0891 -1.6311 0.1 0.0 0.1
H 0.4115 -2.5813 -0.7920 0.2 -0.1 0.3
H 0.5469 -4.1994 2.5355 0.0 0.0 0.0
H -1.4893 -4.6105 3.8561 0.0 -0.1 0.1
H -3.7117 -3.8856 2.9698 -0.1 -0.1 0.1
H -4.7124 -1.1220 2.4021 -0.1 -0.1 0.2
H -4.1169 1.0085 1.3047 0.0 -0.2 -0.1
H -3.6058 -0.0043 -0.0646 0.0 0.3 0.1
H -2.4812 -0.6807 3.7062 -0.2 -0.1 0.2
H 0.2146 -0.6461 3.6138 0.2 -0.1 0.1
H 0.8100 0.1077 1.0626 0.1 0.0 -0.2
H -1.8410 -2.4289 -0.5531 0.1 0.1 -0.1
H 3.8052 1.1429 -1.6652 0.1 0.0 0.0
H 5.3339 5.0313 -2.2281 -0.1 0.0 0.0
H 3.8400 5.5940 -1.4375 0.1 -0.1 -0.1
H 3.8182 5.1281 -3.1575 0.0 0.0 0.1
```
Positions in Å, forces in eV/Å.

=====

Molecular formula: C22H23N4OPdS3
Method: DFT, ωB97M-V/def2-TZVPD

Properties
charge = +1
expectation value of S² = 6.096
HOMO (spin up / spin down) = -9.5 / -11.0 eV
spin multiplicity = 5

```
54
Properties=species:S:1:pos:R:3:forces:R:3
Pd 0.8605 1.1132 1.3061 0.7 0.3 0.0
C 2.1277 3.7118 5.7588 -0.1 -0.1 0.1
S 0.4382 3.8600 5.1259 0.1 0.2 -0.3
C 0.5829 3.0117 3.5988 -0.1 0.1 0.1
S 1.3460 1.4918 3.5045 -0.1 -0.2 -0.1
N 0.0303 3.5970 2.5305 0.0 0.2 0.3
N 0.1476 2.9133 1.4396 -0.2 0.0 -0.3
C -0.3425 3.4521 0.2378 0.1 -0.1 0.2
C -0.1102 2.6936 -0.8967 0.1 0.0 0.0
C -0.4661 3.1089 -2.2039 0.0 0.0 0.0
C -0.1059 2.3381 -3.2762 0.0 0.0 0.0
C 0.6061 1.1504 -3.0657 0.0 0.0 0.0
C 0.9086 0.7716 -1.7689 -0.1 0.0 0.0
N 0.5612 1.4947 -0.7120 -0.3 0.0 0.0
H 2.1045 4.1503 6.7547 0.0 0.0 0.0
H 2.8174 4.2708 5.1315 0.0 0.0 0.0
H 2.4326 2.6725 5.8410 0.0 0.0 0.0
H -0.8238 4.4184 0.2468 0.0 0.0 0.1
H -0.9997 4.0407 -2.3314 0.0 0.0 0.0
H -0.3652 2.6459 -4.2805 0.0 0.0 0.0
H 0.9235 0.5305 -3.8916 0.0 0.0 0.0
H 1.4403 -0.1486 -1.5627 0.0 0.0 0.0
N 1.7361 -0.6335 1.1547 0.0 -0.3 0.0
C 2.3192 -1.7969 1.0536 0.1 0.2 -0.1
C 3.6182 -1.8818 0.4596 0.0 0.0 0.0
C 4.2257 -3.1053 0.3315 0.0 0.0 0.0
C 3.5819 -4.2641 0.7780 0.0 0.0 0.0
C 2.3186 -4.1901 1.3748 0.0 0.0 0.0
C 1.6833 -2.9827 1.5232 -0.1 -0.1 0.1
H 4.0957 -0.9707 0.1253 0.0 0.0 0.0
H 5.2102 -3.1696 -0.1117 0.0 0.0 0.0
H 4.0668 -5.2242 0.6667 0.0 0.0 0.0
H 1.8374 -5.0909 1.7309 0.0 0.0 0.0
H 0.7120 -2.9028 1.9980 0.1 0.0 -0.1
C -2.3759 -1.1274 -4.7473 0.0 0.0 0.1
C -2.2490 -1.0988 -3.2470 0.0 0.0 -0.1
C -2.6775 0.0096 -2.5144 0.0 0.0 0.0
C -2.5645 0.0439 -1.1348 0.0 -0.1 -0.1
C -2.0163 -1.0501 -0.4778 -0.1 0.0 -0.1
C -1.5583 -2.1521 -1.1817 0.0 0.0 -0.1
C -1.6816 -2.1712 -2.5648 0.0 0.0 0.0
S -1.8724 -1.0353 1.2897 0.4 0.2 0.2
C -3.5855 -1.2728 1.7138 -0.2 0.0 0.0
O -1.5655 0.3857 1.6798 -0.2 -0.2 0.0
H -3.1148 -0.4076 -5.0961 0.0 0.0 0.0
H -2.6689 -2.1162 -5.0982 0.0 0.0 0.0
H -1.4227 -0.8836 -5.2221 0.0 0.0 0.0
H -3.1088 0.8564 -3.0359 0.0 0.0 0.0
H -2.8863 0.9091 -0.5666 0.0 0.0 0.0
H -1.1119 -2.9900 -0.6581 0.0 0.0 0.0
H -1.3339 -3.0337 -3.1213 0.0 0.0 0.0
H -4.1716 -0.4970 1.2221 0.0 0.0 0.0
H -3.6541 -1.1792 2.7958 0.0 0.0 0.0
H -3.8993 -2.2660 1.3942 0.0 0.0 0.0
```
Positions in Å, forces in eV/Å.

=====

Molecular formula: C22H23NO4S
Method: DFT, ωB97M-V/def2-TZVPD

Properties
HOMO = -8.8 eV
spin multiplicity = 1
structure (SMILES) = Cc1ccc(CS(=O)(=O)Cc2ccc(C(=O)NCCc3ccccc3)o2)cc1

```
51
Properties=species:S:1:pos:R:3:forces:R:3
C 3.8786 4.2496 -3.4669 0.0 0.1 0.0
C 3.2001 3.5745 -2.3151 0.0 -0.1 0.0
C 3.9365 2.9657 -1.3055 0.0 0.0 -0.1
C 3.3082 2.3603 -0.2331 -0.1 0.1 0.0
C 1.9197 2.3433 -0.1489 0.2 0.4 -0.2
C 1.2534 1.6543 0.9878 0.1 -0.9 -0.1
S 1.7846 -0.1004 1.0694 0.0 -0.1 0.2
O 3.1123 -0.1674 1.6157 0.4 0.2 -0.1
O 0.7588 -0.8429 1.7481 -0.2 0.0 -0.1
C 1.8936 -0.6896 -0.6802 -0.3 0.4 0.9
C 0.6410 -0.3319 -1.3674 0.0 0.3 -1.0
C 0.3576 0.2501 -2.5731 0.3 -0.5 0.6
C -1.0482 0.3830 -2.6294 -0.4 -0.3 0.7
C -1.5281 -0.1178 -1.4481 0.1 0.4 -1.1
C -2.8995 -0.2566 -0.9123 0.1 0.0 0.4
O -3.8934 -0.0057 -1.5674 0.0 0.0 -0.3
N -2.9074 -0.6567 0.3778 0.2 -0.1 0.3
C -4.0999 -1.0737 1.0705 -0.3 -0.1 -0.1
C -4.0968 -2.5961 1.2966 0.1 0.3 0.0
C -2.8458 -3.0021 2.0256 -0.1 -0.1 -0.1
C -2.7719 -2.9104 3.4094 0.0 0.0 0.0
C -1.5951 -3.2093 4.0724 0.0 0.0 0.1
C -0.4748 -3.6001 3.3597 0.1 -0.1 0.0
C -0.5390 -3.6988 1.9816 0.0 -0.1 0.0
C -1.7166 -3.4012 1.3200 0.0 -0.1 0.0
O -0.4970 -0.5556 -0.6871 -0.3 -0.1 0.1
C 1.1793 2.9529 -1.1548 0.1 0.1 0.2
C 1.8135 3.5622 -2.2211 0.0 0.0 0.1
H 4.9007 3.8970 -3.5789 0.1 0.0 -0.1
H 3.3377 4.0705 -4.3937 0.0 0.0 -0.1
H 3.9072 5.3268 -3.3011 0.0 0.1 -0.1
H 5.0155 2.9675 -1.3583 0.1 0.0 0.0
H 3.8880 1.8825 0.5418 0.1 0.0 0.1
H 1.5494 2.0566 1.9551 0.0 -0.1 0.1
H 0.1705 1.6434 0.9040 -0.1 0.0 0.0
H 2.0285 -1.7656 -0.5794 0.1 -0.1 0.1
H 2.7658 -0.2351 -1.1368 0.0 0.0 -0.1
H 1.0649 0.5429 -3.3213 0.2 0.1 -0.1
H -1.6340 0.7932 -3.4254 -0.2 0.1 -0.1
H -2.0291 -0.9081 0.8134 0.0 0.1 -0.1
H -4.9523 -0.7772 0.4556 0.1 0.0 0.1
H -4.1491 -0.5586 2.0353 -0.1 0.0 -0.1
H -4.9829 -2.8644 1.8736 0.0 0.0 0.0
H -4.1469 -3.0963 0.3279 -0.1 0.0 0.0
H -3.6438 -2.6021 3.9698 -0.1 0.0 0.1
H -1.5515 -3.1325 5.1492 0.0 0.0 0.1
H 0.4462 -3.8235 3.8759 0.1 0.0 0.0
H 0.3319 -4.0035 1.4210 0.1 0.0 -0.1
H -1.7635 -3.4806 0.2421 0.0 0.0 -0.1
H 0.1001 2.9544 -1.1012 -0.1 -0.1 0.0
H 1.2232 4.0337 -2.9931 -0.1 0.1 -0.1
```
Positions in Å, forces in eV/Å.

=====

Molecular formula: C22H23NO5
Method: DFT, ωB97M-V/def2-TZVPD

Properties
HOMO = -8.2 eV
spin multiplicity = 1
structure (SMILES) = COC(=O)c1ccc(OCCOCCOc2cccc3ccc(C)nc23)cc1

```
51
Properties=species:S:1:pos:R:3:forces:R:3
C 6.3918 0.1413 -0.1337 0.3 0.3 0.1
O 5.1075 -0.4605 -0.1380 -0.3 -0.2 -0.1
C 4.2291 0.0253 0.7592 0.1 0.2 0.1
O 4.5006 0.9274 1.5162 0.0 0.0 -0.1
C 2.9173 -0.6444 0.6903 -0.2 -0.1 0.1
C 1.9064 -0.2153 1.5449 0.4 -0.1 -0.2
C 0.6448 -0.7710 1.4906 -0.3 -0.1 0.0
C 0.3665 -1.7697 0.5585 0.3 0.0 -0.1
O -0.8338 -2.3643 0.3821 0.1 -0.1 -0.2
C -1.9761 -1.8314 1.0190 -0.5 0.2 0.2
C -3.1876 -2.2051 0.1533 0.4 -0.2 -0.1
O -4.4288 -1.8701 0.7375 0.0 -0.1 0.1
C -4.6808 -0.4996 0.9516 0.0 0.3 -0.3
C -4.7111 0.3525 -0.3289 -0.4 -0.2 0.5
O -3.4395 0.5777 -0.8934 0.4 0.2 0.0
C -2.5316 1.3572 -0.2533 0.0 0.1 0.1
C -2.7917 2.2119 0.7932 -0.3 -0.3 -0.3
C -1.7652 2.9776 1.3654 0.4 0.1 0.0
C -0.4817 2.8998 0.9044 -0.1 0.1 0.2
C -0.1735 2.0388 -0.1662 -0.4 -0.2 -0.2
C 1.1257 1.9000 -0.7018 0.0 -0.1 -0.3
C 1.3387 1.0293 -1.7305 0.0 0.3 0.3
C 0.2541 0.2722 -2.2291 -0.1 0.0 0.0
C 0.4637 -0.6954 -3.3496 0.0 0.0 0.0
N -0.9569 0.3856 -1.7534 -0.2 -0.4 -0.3
C -1.1961 1.2506 -0.7518 0.3 0.4 0.3
C 1.3940 -2.2284 -0.2747 -0.2 -0.1 0.1
C 2.6500 -1.6744 -0.2129 0.0 0.1 0.2
H 6.9117 -0.2405 -1.0089 0.0 0.0 0.0
H 6.3025 1.2288 -0.1812 0.1 -0.1 0.0
H 6.9325 -0.1255 0.7771 0.0 0.0 -0.1
H 2.1278 0.5675 2.2543 0.0 0.1 0.1
H -0.1111 -0.4200 2.1754 -0.1 0.0 0.0
H -1.8940 -0.7419 1.0878 0.0 -0.1 0.0
H -2.0830 -2.2518 2.0288 0.0 0.1 -0.1
H -3.0632 -1.7391 -0.8308 0.0 -0.1 0.1
H -3.2194 -3.2901 0.0328 0.1 0.1 0.0
H -5.6731 -0.4757 1.4090 0.1 0.1 0.0
H -3.9581 -0.0753 1.6611 -0.1 0.0 0.0
H -5.2264 1.2986 -0.1208 0.0 0.0 0.0
H -5.2644 -0.1856 -1.1029 0.0 0.1 0.1
H -3.7904 2.3135 1.1900 -0.1 0.0 0.0
H -2.0108 3.6359 2.1857 0.0 0.1 0.1
H 0.3077 3.4874 1.3485 0.1 0.1 0.1
H 1.9328 2.4849 -0.2835 0.1 0.0 0.0
H 2.3199 0.9010 -2.1621 0.1 0.0 0.0
H -0.4362 -1.2849 -3.4946 0.0 0.0 0.0
H 0.6856 -0.1549 -4.2693 0.0 0.0 -0.1
H 1.3036 -1.3512 -3.1308 0.1 -0.1 0.0
H 1.1624 -3.0199 -0.9696 0.0 -0.1 -0.1
H 3.4342 -2.0247 -0.8655 0.0 0.0 -0.1
```
Positions in Å, forces in eV/Å.

=====

Molecular formula: C22H24BiCl2F3N4O6PS
Method: DFT, ωB97M-V/def2-TZVPD

Properties
charge = +1
HOMO = -11.0 eV
spin multiplicity = 1

```
64
Properties=species:S:1:pos:R:3:forces:R:3
Bi 1.3991 0.1380 0.5758 -0.4 0.8 0.0
C -3.5255 -0.4904 -5.3039 0.0 -0.1 -0.1
C -2.6179 -1.0864 -4.2743 0.0 0.0 0.2
C -1.2415 -1.1324 -4.4733 0.0 0.0 0.1
C -0.3959 -1.6079 -3.4856 0.0 0.0 -0.1
C -0.9287 -2.0465 -2.2884 0.2 -0.1 0.4
C -2.2916 -2.0503 -2.0772 -0.1 0.0 0.1
C -3.1365 -1.5699 -3.0692 0.2 -0.5 -0.3
S 0.1540 -2.6440 -1.0025 0.8 0.5 -0.1
O -0.5213 -2.6072 0.2580 -0.3 0.2 -0.1
O 0.7777 -3.8562 -1.4314 0.0 0.0 -0.3
N 1.2967 -1.4333 -0.9370 -1.5 -0.5 0.2
C 2.5913 -1.4677 -1.3434 0.9 -0.3 -0.5
C 3.1854 -2.2910 -2.3010 0.1 0.0 0.1
C 4.5225 -2.0865 -2.5767 -0.2 0.2 0.1
C 5.2246 -1.0569 -1.9444 0.0 0.0 0.1
C 4.5664 -0.2865 -1.0107 0.3 -0.1 -0.3
N 3.2926 -0.5142 -0.7036 -0.2 -0.3 -0.2
H -2.9966 -0.3398 -6.2388 0.0 0.0 -0.1
H -3.8986 0.4804 -4.9745 0.0 0.1 0.0
H -4.3879 -1.1254 -5.4897 -0.1 -0.1 0.0
H -0.8304 -0.7913 -5.4110 0.1 0.1 -0.1
H 0.6709 -1.6376 -3.6416 0.1 0.1 -0.1
H -2.6651 -2.4295 -1.1389 -0.1 -0.1 0.1
H -4.2087 -1.6486 -2.9416 -0.1 0.0 0.0
H 2.6058 -3.0678 -2.7728 0.0 -0.1 0.0
H 5.0164 -2.7134 -3.3032 0.1 0.0 -0.1
H 6.2587 -0.8621 -2.1755 0.1 0.0 0.0
H 5.0408 0.5366 -0.4991 0.1 0.0 0.1
Cl 2.6357 -0.6147 8.3562 0.1 -0.1 0.2
C 1.8538 -0.2773 6.8626 -0.1 0.1 -0.3
C 0.6479 -0.9093 6.5584 0.2 0.2 -0.2
C 0.0121 -0.6320 5.3669 0.2 0.3 -0.2
Cl -1.4629 -1.4035 4.9471 -0.2 -0.2 0.1
C 0.5355 0.3019 4.4547 0.2 -0.1 0.5
O -0.1741 0.5530 3.3562 0.0 0.0 -0.1
C 1.7667 0.9178 4.7665 -0.5 -0.4 0.1
C 2.4112 1.8234 3.8357 0.3 0.1 0.0
O 2.0489 2.0341 2.6883 0.2 0.1 0.1
C 2.4103 0.6176 5.9769 -0.2 -0.1 -0.1
H 0.2118 -1.6104 7.2491 -0.1 -0.1 0.1
H 3.3157 2.3203 4.2267 0.0 0.0 -0.1
H 3.3557 1.0824 6.2022 0.1 0.1 0.1
N -3.7075 0.9921 -1.6735 0.1 0.3 -0.6
C -3.4495 0.6552 -0.2644 0.4 0.1 0.8
P -1.8041 1.5374 0.0614 -0.6 -0.8 0.3
O -1.7599 2.4252 -1.1391 -0.1 0.6 -0.2
O -0.7792 0.4068 0.1191 -0.1 0.3 0.5
C -1.9606 2.4849 1.6419 -0.1 -0.3 -0.6
N -0.6495 2.8851 2.1225 0.2 0.2 0.0
H -3.4635 0.2027 -2.3029 -0.2 0.4 0.3
H -2.9411 1.7889 -1.8045 -0.3 -0.1 -0.2
H -4.6487 1.3325 -1.8706 0.2 -0.2 0.1
H -3.3379 -0.4167 -0.1143 0.0 0.1 0.0
H -4.2462 1.0315 0.3718 -0.1 0.0 0.0
H -2.4183 1.8423 2.3969 -0.1 -0.1 -0.1
H -2.6361 3.3233 1.4213 0.0 -0.1 0.0
H -0.1400 3.4202 1.4274 0.0 0.1 0.0
H 0.0948 1.3944 2.9052 -0.2 0.1 0.1
H -0.7426 3.4685 2.9496 0.0 0.0 -0.1
F 0.9611 1.5503 -2.2142 0.0 -0.1 0.2
C 1.4982 1.8860 -1.0279 0.2 -0.3 0.1
F 2.7601 2.2888 -1.2821 0.1 -0.1 0.1
F 0.8456 2.9851 -0.5954 0.0 0.1 0.2
```
Positions in Å, forces in eV/Å.

=====

Molecular formula: C22H24BrNO5PtS
Method: DFT, ωB97M-V/def2-TZVPD

Properties
charge = +2
HOMO = -13.8 eV
spin multiplicity = 1

```
55
Properties=species:S:1:pos:R:3:forces:R:3
Pt 1.6432 0.4776 0.2821 -1.0 -0.4 0.6
C 1.6577 -0.6002 -3.0746 0.1 0.2 0.1
O 2.3071 0.3280 -2.1925 0.0 -0.1 -0.3
C 3.7262 0.1840 -2.1762 -0.2 0.3 -0.3
C 4.1612 -0.7926 -1.1320 0.1 -0.3 0.3
O 3.6430 -0.2964 0.1184 0.0 -0.2 0.0
C 4.1873 -0.7740 1.3628 0.0 0.0 -0.2
C 3.8409 0.2818 2.3753 -0.1 0.1 0.3
O 2.4181 0.5169 2.4087 0.3 0.2 0.1
C 1.7094 -0.3357 3.3389 0.0 0.1 -0.1
H 2.0051 -0.4438 -4.0945 0.0 0.0 -0.1
H 0.5916 -0.3964 -3.0315 0.0 0.0 0.0
H 1.8436 -1.6368 -2.7842 0.0 0.0 0.0
H 4.1362 1.1654 -1.9445 0.0 0.1 0.0
H 4.0944 -0.1306 -3.1539 0.0 0.0 -0.1
H 5.2492 -0.8182 -1.0784 0.1 0.0 0.0
H 3.7846 -1.8013 -1.3129 0.0 0.0 0.0
H 5.2694 -0.8670 1.2791 0.1 0.0 0.0
H 3.7605 -1.7494 1.6054 0.0 0.0 0.0
H 4.2976 1.2265 2.0897 0.0 0.1 0.0
H 4.1956 -0.0053 3.3654 0.0 0.0 0.0
H 2.0406 -0.1072 4.3488 0.1 0.0 0.0
H 1.8841 -1.3892 3.1171 0.0 0.0 0.0
H 0.6536 -0.1071 3.2407 0.0 0.0 0.0
S -1.8239 2.9837 -0.9825 -0.5 -0.5 -0.5
C -0.7490 3.7089 0.0065 0.5 0.4 0.7
C 0.2214 2.8925 0.6046 0.1 0.8 0.0
C 0.0390 1.5642 0.3720 0.9 -1.1 0.7
C -1.3014 1.1475 0.0852 -0.7 1.8 -1.2
C -0.8912 -1.1388 -0.6758 -0.1 0.6 0.2
C -1.5924 -2.1763 -1.2559 -0.2 -0.4 -0.2
C -0.9725 -3.4046 -1.3345 -0.1 0.0 0.0
C 0.3153 -3.5540 -0.8175 -0.1 -0.1 0.0
C 0.9259 -2.4606 -0.2684 0.0 0.2 0.1
N 0.3315 -1.2465 -0.2017 0.4 0.2 -0.3
H -0.8352 4.7657 0.2477 0.1 0.0 -0.2
H 1.0689 3.2952 1.1482 -0.1 0.0 -0.1
H -2.5994 -2.0016 -1.6150 0.1 0.0 0.0
H -1.4883 -4.2452 -1.7797 0.0 0.0 0.0
H 0.8267 -4.5065 -0.8400 0.0 0.0 0.0
H 1.9237 -2.5234 0.1462 0.0 0.0 0.0
Br -6.1008 0.7259 -2.8495 0.0 0.0 -0.1
C -5.6050 0.9289 -1.0471 -0.1 0.0 -0.2
C -6.5674 0.8806 -0.0536 -0.1 0.0 0.3
C -6.1881 1.0264 1.2778 -0.1 0.0 -0.1
C -4.8604 1.2292 1.6071 0.0 0.1 0.1
C -3.9005 1.2770 0.5997 0.2 -0.1 -0.2
C -4.2790 1.1146 -0.7359 0.4 0.0 0.1
C -2.5091 1.5562 1.0328 0.1 -0.5 0.9
O -2.2215 1.9973 2.1084 0.0 0.1 0.1
O -1.6092 0.0334 -0.5697 0.0 -1.1 -0.5
H -7.6057 0.7279 -0.3166 0.0 0.0 0.0
H -6.9398 0.9871 2.0557 0.0 0.0 0.0
H -4.5550 1.3628 2.6368 0.0 0.0 0.0
H -3.5578 1.1233 -1.5425 0.0 0.0 0.0
```
Positions in Å, forces in eV/Å.